(1)
A molecular structure, C4H8O3P in a non-equilibrium geometry, computed with ωB97M-V with the def2-TZVPD basis set.

```
16
Properties=species:S:1:pos:R:3:forces:R:3
C 0.55893 -0.95325 2.19748 -1.2 -0.8 0.1
C 0.53509 -0.57824 0.89031 -2.0 0.7 0.6
C -0.56237 -1.12308 -0.01003 0.4 -2.2 -0.9
C -0.66990 2.27445 -0.94454 0.8 0.0 0.2
O -0.04662 0.30860 -2.81957 2.7 -0.8 -1.5
O -2.46214 0.51827 -2.20944 -1.8 0.0 0.5
O 1.22260 0.27542 0.31212 1.7 0.8 -0.8
P -1.05660 0.70302 -1.89397 -0.8 3.6 -0.2
H 1.30123 -0.51986 2.79505 1.1 0.4 0.9
H -0.26755 -1.45876 2.69895 0.2 -0.1 -0.4
H 0.08998 -1.73392 -0.76883 -1.9 1.0 0.9
H -1.44146 -1.74749 0.47949 1.6 1.6 -1.3
H -0.94906 -0.15160 -0.68018 0.4 -2.9 3.2
H 0.38122 2.28233 -0.48840 -1.8 -0.5 -0.3
H -0.60658 3.00108 -1.74481 0.0 0.2 -0.6
H -1.47746 2.69801 -0.29651 0.7 -1.0 -0.2
```
Forces are in eV/Å.

Output
energy: -19708.78195 eV
gap between HOMO and LUMO: 6.8 eV
total charge: -1

***

(2)
A single C4H4N2O molecule, computed with ωB97M-V with the def2-TZVPD basis set.

```
11
Properties=species:S:1:pos:R:3:forces:R:3
O -2.54601 -1.25477 0.05189 0.2 0.7 -0.2
C -1.98385 -0.20217 -0.13161 -0.4 -0.5 0.0
C -0.50085 -0.07820 -0.19823 0.1 -0.2 0.0
N 0.27751 -1.09880 -0.18763 -0.2 0.3 0.1
C 1.57383 -0.53773 0.10845 0.1 -0.2 0.1
N 1.52482 0.90666 0.05511 -0.4 0.0 0.1
C 0.27974 1.17042 -0.10014 0.1 0.0 0.0
H -2.54076 0.75223 -0.20577 0.0 -0.1 0.0
H 2.43195 -0.96739 -0.41199 -0.3 0.0 -0.2
H 1.64138 -0.84597 1.16060 0.5 0.2 0.1
H -0.11489 2.18348 -0.14188 0.1 -0.1 0.0
```
Forces are in eV/Å.

Output
SMILES string: O=CC1=NCN=C1
energy: -9238.90760 eV
gap between HOMO and LUMO: 9.7 eV

***

(3)
A molecular structure, C27H34IrNO7P2 in a non-equilibrium geometry, computed with ωB97M-V with the def2-TZVPD basis set.

```
72
Properties=species:S:1:pos:R:3:forces:R:3
Ir 0.97330 -0.79732 -0.29158 -0.2 -1.4 -1.3
O -2.01709 -3.04519 -1.45942 0.9 0.1 0.1
C -1.18254 -2.27057 -1.82074 -2.1 0.4 -1.0
O 0.02392 -2.23335 -1.18864 2.1 0.8 2.3
C -1.28190 -1.35592 -2.98492 0.2 0.2 0.0
C -1.74874 -1.87858 -4.18097 -0.1 -0.1 0.0
C -1.72158 -1.10546 -5.33469 -0.1 0.0 0.0
C -1.19862 0.17485 -5.30022 -0.1 -0.1 0.0
C -0.74545 0.71575 -4.10281 0.0 0.0 0.2
C -0.83006 -0.02148 -2.92378 0.6 -0.3 -0.2
P -0.44729 0.67813 -1.29937 -1.5 1.6 -0.1
C 0.30806 2.31526 -1.47874 1.0 -0.1 0.4
C 1.45422 2.62923 -0.73739 0.4 1.1 -0.3
C 2.05710 3.92195 -0.80490 -0.3 -1.8 0.5
C 1.52045 4.89234 -1.61429 -0.6 -0.1 -0.4
C 0.37588 4.59836 -2.35495 -0.6 -1.2 0.1
C -0.23903 3.31219 -2.27484 0.4 1.7 -0.5
C -2.08246 1.01496 -0.55232 0.1 -0.6 0.3
C -2.55494 2.31792 -0.41514 0.2 0.3 0.0
C -3.84262 2.55142 0.04495 -0.2 -0.3 0.1
C -4.66501 1.48645 0.39621 0.1 0.3 0.0
C -4.19658 0.18485 0.28112 0.1 -0.1 0.1
C -2.91081 -0.05158 -0.16917 0.2 0.2 -0.3
H -2.11318 -2.89702 -4.20822 0.0 0.0 0.0
H -2.09261 -1.51530 -6.26419 0.0 0.0 0.0
H -1.15065 0.76438 -6.20591 0.0 0.0 0.0
H -0.31265 1.70537 -4.10834 -0.1 0.0 0.0
H 1.88959 1.87657 -0.08893 0.2 -0.1 0.2
H 2.94122 4.14005 -0.21978 0.0 -0.1 0.0
H 1.96686 5.87637 -1.66378 0.0 0.0 0.0
H -0.05748 5.35804 -2.99560 -0.1 -0.1 0.1
H -1.15339 3.13394 -2.82587 0.0 0.1 0.0
H -1.92914 3.16930 -0.64553 -0.1 -0.1 0.0
H -4.21487 3.56290 0.13305 0.1 0.0 0.0
H -5.65625 1.68917 0.77837 -0.1 -0.1 -0.1
H -4.82987 -0.65217 0.54312 0.0 0.0 0.0
H -2.55913 -1.06944 -0.21938 -0.1 -0.1 0.0
C 2.14795 0.01062 4.51059 0.0 0.0 0.0
C 2.27118 -0.85183 3.28387 0.2 0.1 0.2
O 0.95530 -1.40795 2.93659 0.3 -0.2 -0.6
P 0.01118 -1.01722 1.77887 -2.4 0.5 0.8
O -0.76910 0.29942 2.09541 1.1 -0.5 -0.6
C -1.54331 0.46627 3.34365 -0.3 0.1 0.4
C -1.39172 1.88593 3.81519 0.1 0.0 -0.1
O -1.06467 -2.13101 1.71991 0.4 0.2 -0.2
C -0.79147 -3.58686 1.77584 0.0 -0.3 0.0
C -1.08607 -4.10456 3.15740 0.0 0.1 0.1
H 3.14529 0.25456 4.87691 0.0 0.0 0.0
H 1.62174 -0.52195 5.30169 0.0 0.0 0.0
H 1.62167 0.94157 4.30130 0.0 0.0 0.0
H 2.89788 -1.72296 3.45256 0.0 0.0 0.0
H 2.65341 -0.30903 2.41867 0.0 0.1 0.0
H -1.18907 -0.25783 4.07746 0.1 0.0 0.0
H -2.57363 0.22925 3.08558 0.0 0.0 -0.1
H -0.35079 2.12449 4.03229 0.0 0.0 0.0
H -1.96918 2.02335 4.72910 0.0 0.0 0.0
H -1.76144 2.58620 3.06607 0.0 0.0 0.0
H 0.24432 -3.75632 1.47748 0.0 0.0 0.0
H -1.44280 -4.00880 1.01706 0.0 0.0 0.0
H -0.44325 -3.64087 3.90525 0.0 0.0 0.0
H -0.91474 -5.18072 3.17289 0.0 0.0 0.0
H -2.12486 -3.91913 3.42753 0.0 0.0 0.0
N 5.44610 -1.54782 -1.98183 -0.2 0.0 0.1
C 4.75803 -2.22542 -0.83049 -0.1 0.0 0.0
C 3.40677 -1.57794 -0.58753 0.4 -0.3 -0.2
O 2.71498 -1.97937 0.37277 -0.1 -0.1 0.0
O 2.98871 -0.68335 -1.38348 -0.3 0.1 0.2
H 5.78721 -2.21494 -2.67790 0.0 0.0 0.0
H 6.24110 -0.98119 -1.67962 0.0 0.0 0.0
H 4.75441 -0.92339 -2.42496 0.1 0.0 -0.1
H 5.37230 -2.17264 0.06543 0.0 0.0 0.0
H 4.59987 -3.27491 -1.07393 0.0 0.0 0.0
```
Forces are in eV/Å.

Output
multiplicity: 2
energy: -65764.87925 eV
gap between HOMO and LUMO (spin up / spin down): 5.1 / 4.3 eV
total charge: +3
⟨S²⟩: 0.758

***

(4)
9 unconnected molecules or ions with the total composition C18H54O9 in a non-equilibrium geometry, computed with ωB97M-V with the def2-TZVPD basis set.

```
81
Properties=species:S:1:pos:R:3:forces:R:3
C -0.73385 -5.04233 -4.21448 0.1 -0.8 -0.3
C 0.59333 -4.60325 -4.76720 -0.6 -0.9 0.2
O 0.32663 -3.78716 -5.86400 0.5 0.9 -0.6
H -1.37114 -4.24070 -3.84116 0.3 -0.1 0.4
H -0.53858 -5.88102 -3.54623 -0.3 0.4 0.7
H -1.26994 -5.51656 -5.03654 -0.1 0.2 -0.2
H 1.08210 -5.49861 -5.15127 0.3 -0.3 0.3
H 1.25611 -4.14019 -4.03616 0.0 0.2 0.2
H 1.20547 -3.63665 -6.21979 -0.1 0.5 -0.6
C 2.68535 -4.92483 1.24337 -3.7 0.5 1.6
C 3.85808 -5.79444 1.23572 1.8 1.1 -0.2
O 3.97380 -6.70308 2.36875 -0.6 0.6 -1.6
H 2.34250 -4.28137 0.43311 1.1 -0.3 -0.8
H 2.52463 -4.26019 2.09219 0.8 0.0 0.5
H 1.83597 -5.59682 1.36625 -0.4 -0.2 -0.1
H 4.71145 -5.11770 1.27925 0.6 -0.4 -0.1
H 3.81785 -6.22691 0.23600 0.5 -0.9 0.3
H 4.02177 -7.56088 1.94040 0.0 -0.3 0.4
C 4.40967 5.38828 -1.31287 1.7 -0.5 -1.2
C 3.39319 4.76935 -0.38887 -0.3 1.0 -1.0
O 2.16291 4.97809 -1.11526 -0.7 0.2 1.0
H 4.03709 6.30993 -1.75990 -0.3 0.0 0.3
H 4.65364 4.74131 -2.15550 -0.5 -0.3 -0.3
H 5.42961 5.60002 -0.99196 -0.1 0.1 1.0
H 3.40376 5.39125 0.50625 -0.7 -0.2 0.2
H 3.51147 3.72721 -0.09215 0.3 0.0 -0.2
H 1.90439 4.26140 -1.69932 0.4 -0.4 0.2
C -2.72666 2.80747 5.50404 0.4 0.7 0.4
C -2.75126 4.30555 5.94205 0.4 -1.0 -1.3
O -3.63935 5.10919 5.17984 -1.2 0.0 0.6
H -2.60244 2.80160 4.42117 -0.1 -0.4 0.0
H -3.53209 2.15131 5.83397 -0.5 0.5 -0.2
H -1.86283 2.33364 5.97031 0.4 0.1 -0.2
H -1.78230 4.73461 5.68687 0.5 -0.3 0.8
H -2.95942 4.35491 7.01085 -0.2 0.5 -0.2
H -3.29544 5.27146 4.29838 0.2 -0.2 0.1
C -1.85460 1.60408 -1.25775 -0.6 -1.2 -0.1
C -0.57409 0.68737 -1.20739 -3.0 1.7 -0.1
O 0.23902 1.30251 -2.15593 2.1 -0.1 -0.3
H -1.48896 2.62341 -1.38179 -0.2 0.0 0.7
H -2.53619 1.41051 -0.42946 0.3 0.5 0.5
H -2.54268 1.45935 -2.09064 0.4 -0.4 -0.6
H -0.75757 -0.36439 -1.42703 0.0 0.0 0.2
H -0.29427 0.86125 -0.16836 1.2 -0.4 -0.3
H 0.05389 0.93781 -3.02445 0.0 -0.1 0.0
C -2.40368 9.46524 1.42819 0.0 -0.1 -0.6
C -1.99204 8.14126 0.71064 -1.5 0.9 -0.4
O -1.61174 7.03494 1.48957 1.3 0.1 0.8
H -1.63607 10.01944 1.96831 0.3 -0.7 0.4
H -3.32508 9.41773 2.00861 0.2 -0.4 0.3
H -2.63613 10.20874 0.66578 -0.2 -0.2 -0.5
H -1.26787 8.39275 -0.06423 0.3 -0.1 0.2
H -2.83819 7.68861 0.19368 -0.6 1.0 -0.5
H -0.86296 6.68930 0.99818 0.2 -0.5 0.4
C 4.46531 -0.46983 -7.57844 0.2 0.3 -1.3
C 4.17801 -1.41930 -8.79434 -0.3 0.3 1.2
O 3.95695 -2.67179 -8.19567 -0.2 -1.2 0.7
H 4.80960 0.51460 -7.89540 0.0 0.0 -0.3
H 5.24675 -0.83604 -6.91260 -0.2 -0.4 -0.1
H 3.55611 -0.26950 -7.01158 0.0 -0.4 0.0
H 4.95043 -1.55703 -9.55097 0.4 0.7 0.1
H 3.24838 -1.14695 -9.29404 0.0 0.6 -0.2
H 3.87590 -3.35858 -8.86152 0.0 0.0 -0.1
C 0.28095 -2.24190 5.83529 -0.4 0.8 -0.1
C -0.96600 -2.23461 4.94240 0.1 -1.7 1.9
O -2.12450 -1.99859 5.82996 0.6 0.9 -1.7
H 0.12873 -2.96704 6.63471 0.1 -0.1 0.0
H 0.34830 -1.25794 6.29941 0.3 0.0 0.1
H 1.21161 -2.47332 5.31722 -0.1 0.0 -0.1
H -0.99536 -3.24769 4.54127 -0.5 -0.1 -0.3
H -0.90628 -1.56464 4.08470 -0.5 0.4 0.5
H -2.30529 -2.72280 6.43365 0.5 -0.3 -0.3
C -4.30639 -4.10385 1.18289 -1.4 0.8 1.5
C -4.91138 -4.71435 2.50646 1.7 -0.1 0.2
O -4.89602 -6.13081 2.41196 -0.6 -0.4 -0.1
H -3.26767 -4.30586 0.92148 -0.2 -0.9 0.3
H -4.29409 -3.02067 1.30394 -0.3 0.2 0.0
H -5.01244 -4.32884 0.38354 0.4 -0.1 -0.2
H -5.86513 -4.36850 2.90502 -0.6 0.3 -1.2
H -4.34788 -4.49364 3.41302 1.0 0.4 -0.3
H -5.80481 -6.41437 2.53560 0.1 -0.3 -0.1
```
Forces are in eV/Å.

Output
SMILES string: CCO.CCO.CCO.CCO.CCO.CCO.CCO.CCO.CCO
energy: -37963.22042 eV
gap between HOMO and LUMO: 10.0 eV